## a
The following is a quantum chemistry calculation of C10H26AgBr2N2O3 as an isolated structure, from the OMol25 dataset.

Element x y z (Å)
Ag 0.0506 -0.1986 -0.4713
Br 1.6537 -3.4178 1.9765
Br -1.8488 3.0028 -2.9756
C 4.8963 2.7540 1.6440
C 3.4311 2.2344 1.6046
C 2.3764 3.1636 2.1459
O 1.0698 2.5850 1.9708
C -0.0015 3.3369 2.5451
N 3.1362 1.9461 0.2116
H 5.5110 2.0371 1.0996
H 5.3242 2.9132 2.6338
H 4.9986 3.7451 1.2021
H 3.4229 1.3323 2.2164
H 2.3726 4.1159 1.6156
H 2.5796 3.4760 3.1702
H -0.9641 3.0366 2.1312
H 0.1873 4.3960 2.3700
H 0.0378 3.2420 3.6303
H 3.9815 1.4619 -0.0549
H 3.2651 2.7777 -0.3470
C -2.5015 -1.6257 2.8670
O -2.5143 -1.3509 1.4435
C -3.4329 -2.2122 0.7351
C -3.4753 -1.9889 -0.7861
N -2.2430 -2.4733 -1.4115
C -2.2763 -2.4141 -2.9004
C -0.8140 -2.5528 -3.4507
O 0.0592 -1.6208 -2.8565
C 0.8586 -1.0446 -3.8932
H -1.8453 -0.8993 3.3464
H -2.0984 -2.6155 3.0808
H -3.4639 -1.6242 3.3787
H -4.4434 -2.1890 1.1433
H -3.1828 -3.2592 0.9062
H -3.6113 -0.9240 -0.9747
H -4.4021 -2.4044 -1.1816
H -2.2206 -3.4446 -1.1354
H -2.7198 -1.4544 -3.1657
H -2.9849 -3.1790 -3.2180
H -0.8434 -2.4515 -4.5355
H -0.4596 -3.5758 -3.3242
H 1.3974 -1.8054 -4.4579
H 1.5567 -0.3637 -3.4063
H 0.1808 -0.4669 -4.5218

## Properties
* Kohn-Sham gap (alpha / beta): 4.83 / 1.82 eV
* spin multiplicity: 2

## b
The following is a quantum chemistry calculation of C10H26AgBr2N2O3 as an isolated structure, from the OMol25 dataset.

Element x y z (Å)
Ag -1.8048 0.2841 -2.6114
Br -0.5065 1.6029 -6.0361
Br -3.4226 3.4563 -2.0414
C 2.2457 4.0667 -1.4194
C 2.3117 2.5978 -1.8293
C 3.7286 2.1083 -1.5124
O 3.8456 1.9490 -0.1117
C 5.1460 1.9615 0.3846
N 1.3862 1.7458 -1.1543
H 1.2309 4.4584 -1.4878
H 2.8189 4.8354 -1.9376
H 2.6212 4.3008 -0.4232
H 2.1608 2.7369 -2.8999
H 4.4821 2.7049 -2.0266
H 3.9369 1.1258 -1.9359
H 5.8204 1.3848 -0.2486
H 5.2280 1.5547 1.3925
H 5.6106 2.9475 0.3874
H 1.0012 2.4880 -0.5876
H 1.9453 1.3490 -0.4127
C -2.8837 -1.6679 4.8401
O -2.7068 -1.2726 3.4659
C -3.7863 -1.4577 2.6373
C -3.4555 -0.7788 1.2470
N -2.1419 -1.1500 0.7359
C -1.9536 -2.6032 0.6671
C -0.7626 -3.0200 -0.3664
O -0.7734 -2.2403 -1.5536
C 0.1006 -2.8419 -2.5184
H -3.4239 -0.8054 5.2305
H -1.9251 -1.9607 5.2685
H -3.4564 -2.5921 4.9169
H -4.6790 -0.9487 3.0007
H -4.1169 -2.4953 2.5906
H -3.5741 0.3018 1.3273
H -4.2741 -1.1044 0.6051
H -1.6806 -0.8919 1.5965
H -2.8067 -3.0695 0.1742
H -1.7753 -3.0477 1.6462
H -0.8017 -4.0898 -0.5715
H 0.1779 -2.7746 0.1269
H 0.2485 -2.2150 -3.3978
H -0.3913 -3.6955 -2.9848
H 1.0556 -3.2374 -2.1727

## Properties
* Kohn-Sham gap (alpha / beta): 6.25 / 3.56 eV
* spin multiplicity: 2

The calculated energies rank the structures as follows, beginning with the most stable: a, b.